The following is a quantum chemistry calculation of a structure of composition C44H42N6NiO4PS3, from the OMol25 dataset.

Its LUMO energy is 1.9 eV. As for the HOMO-LUMO gap: 6.16 eV. The relative energy (zero: lowest compared OMol25 entry of this formula, charge and spin) comes out at 0.722 eV.

The geometry in ORCA input format:
```
! RIJCOSX wB97M-V def2-TZVPD def2/J DEFGRID3
* xyz -1 1
Ni 0.223 -0.850 0.288
S 2.691 -1.261 5.657
S -1.489 2.099 0.973
S 0.660 -0.037 3.229
P 1.031 -0.359 5.149
O 0.974 1.049 5.951
O -0.283 -1.020 5.854
O -0.030 1.212 -2.426
O 0.828 -3.236 -1.993
N 0.315 -0.979 -1.805
N 0.605 -2.654 1.202
N 0.574 -1.896 -3.842
N -0.045 1.300 0.581
N 2.073 -0.149 0.137
N 1.158 3.326 0.355
C -1.232 3.666 0.217
C 0.249 -0.526 -4.138
C -1.091 -0.366 -4.863
C 4.412 -0.478 -0.125
C 1.951 -4.412 2.080
C 0.916 -5.312 1.868
C -2.997 0.974 -5.492
C -1.804 0.829 -4.800
C 2.285 -0.551 -5.650
C 0.336 3.175 5.056
C -0.428 -3.502 1.065
C 3.264 0.082 -6.405
C 0.155 0.026 -2.676
C -3.496 -0.066 -6.263
C 0.265 5.387 -0.549
C -1.034 -2.167 5.433
C -0.156 1.913 5.739
C -2.794 -1.259 -6.327
C -0.798 2.169 7.088
C -0.176 -3.265 4.835
C -4.013 -2.783 0.136
C -3.872 -1.461 -0.274
C -0.287 -4.854 1.371
C 1.417 1.576 -4.980
C 2.279 1.159 0.296
C -2.898 -3.483 0.564
C -1.655 -2.854 0.594
C -0.817 6.193 -0.875
C -2.632 -0.838 -0.234
C 3.554 1.702 0.333
C -1.504 -1.511 0.228
C 4.638 0.860 0.139
C 2.397 2.207 -5.730
C 0.584 -2.146 -2.483
C 0.059 4.133 0.005
C -2.107 5.731 -0.672
C -1.603 -1.405 -5.630
C 1.034 1.953 0.423
C -2.169 -1.748 4.512
C -2.309 4.463 -0.144
C 3.324 1.465 -6.449
C 1.350 0.184 -4.930
C 3.108 -0.945 -0.116
C 1.745 -3.091 1.734
H -3.175 -2.085 -6.915
H -1.083 -2.353 -5.682
H -1.076 1.221 7.548
H -4.984 -3.261 0.122
H 2.268 -1.631 -5.608
H 2.490 -2.333 1.943
H 2.864 -1.978 -0.331
H -2.771 -2.619 4.242
H 2.039 3.656 0.002
H -0.869 1.414 5.079
H -0.645 7.176 -1.295
H 5.222 -1.165 -0.319
H 4.088 1.963 -7.034
H 3.715 2.748 0.549
H 0.643 -2.662 -4.483
H -1.692 2.786 6.978
H -3.544 1.906 -5.419
H -4.738 -0.914 -0.632
H 3.982 -0.513 -6.956
H -1.778 -1.298 3.600
H 5.644 1.254 0.185
H 0.790 2.913 4.100
H -0.805 -4.135 4.628
H -4.430 0.050 -6.799
H -1.460 -2.536 6.372
H 1.040 -6.360 2.109
H -0.491 3.867 4.877
H 0.274 -2.934 3.901
H 2.890 -4.714 2.522
H 1.081 3.673 5.682
H -1.436 1.632 -4.177
H -2.543 0.179 -0.595
H -2.959 6.347 -0.929
H -3.314 4.086 -0.001
H -2.814 -1.022 5.013
H 1.278 5.734 -0.715
H -3.005 -4.512 0.890
H -0.099 2.685 7.750
H 0.712 2.159 -4.406
H -1.113 -5.534 1.215
H 0.627 -3.548 5.515
H 2.438 3.289 -5.749
*
```



The following is a quantum chemistry calculation of a structure of composition C19H31F6MgN5O4S2Se, from the OMol25 dataset.

Its LUMO energy is -5.6 eV. As for the HOMO-LUMO gap: 7.77 eV. The relative energy (zero: lowest compared OMol25 entry of this formula, charge and spin) comes out at 0.422 eV.

The geometry in ORCA input format:
```
! RIJCOSX wB97M-V def2-TZVPD def2/J DEFGRID3
* xyz 2 1
Se -0.397 0.557 -0.620
S -2.713 -1.371 3.154
S -3.873 -2.559 1.004
Mg -1.734 -0.593 1.042
F -2.224 -4.512 1.711
F -2.907 -4.593 -0.336
F -3.945 -0.800 5.360
F -3.125 -2.802 5.298
F -1.422 -3.119 0.246
F -1.804 -1.094 5.536
O -5.078 -3.153 0.566
O -3.394 -1.323 0.305
O -2.894 0.049 2.787
O -1.332 -1.723 2.717
N -3.813 -2.328 2.588
N 1.475 -0.913 -2.179
N -3.132 1.806 0.254
N 2.022 -0.922 -0.064
N -5.513 4.266 1.936
C -2.923 -1.544 5.006
C 4.112 -2.365 -0.274
C 2.994 -1.677 -0.735
C 1.125 -0.482 -0.960
C 2.086 -0.578 1.366
C 2.532 0.856 1.610
C 0.825 -0.637 -3.474
C -3.749 2.601 1.305
C 4.858 -3.031 -1.226
C 5.057 0.534 1.805
C 1.614 1.786 -3.722
C 3.390 -2.339 -3.035
C 3.910 1.187 1.043
C 0.298 2.523 -3.954
C 4.503 -3.019 -2.586
C -4.861 3.506 0.790
C 2.648 -1.667 -2.070
C -2.515 -3.815 0.639
C 1.610 0.373 -4.301
H 1.844 1.747 -2.652
H 4.386 -2.393 0.771
H 2.632 0.011 -4.433
H -4.497 4.266 0.101
H 3.114 -2.337 -4.081
H -4.143 1.926 2.067
H 1.110 -0.778 1.808
H -6.237 4.906 1.599
H -2.973 3.205 1.783
H 1.779 1.529 1.197
H 0.350 3.552 -3.595
H 4.035 2.272 1.068
H -0.187 -0.299 -3.266
H -0.538 2.039 -3.444
H 5.736 -3.580 -0.914
H 0.054 2.561 -5.018
H 5.116 -3.557 -3.296
H 2.431 2.351 -4.172
H 0.750 -1.596 -3.985
H -5.660 2.945 0.310
H -4.834 4.827 2.457
H -5.958 3.634 2.606
H -3.807 1.189 -0.188
H 6.020 0.780 1.357
H 2.533 1.009 2.694
H 5.079 0.874 2.842
H 2.776 -1.288 1.816
H 1.159 0.386 -5.297
H 3.949 0.912 -0.017
H -2.711 2.378 -0.470
H 4.983 -0.556 1.820
*
```



The following is a quantum chemistry calculation of a structure of composition C12H13CsF3O3, from the OMol25 dataset.

Its LUMO energy is -3.7 eV. As for the HOMO-LUMO gap: 8.23 eV.

The geometry in ORCA input format:
```
! RIJCOSX wB97M-V def2-TZVPD def2/J DEFGRID3
* xyz 1 1
Cs 0.813 4.343 -0.453
F -5.754 0.589 0.059
F -4.629 -0.070 -1.682
F -4.444 -1.137 0.186
O -3.612 0.929 0.040
O -0.299 1.758 0.078
O -1.392 0.632 1.710
C -2.334 0.623 -0.487
C 0.634 2.255 1.032
C 2.624 0.174 -1.166
C 1.918 -2.130 -1.210
C 2.556 -1.055 -1.803
C 2.038 0.325 0.085
C 1.342 -2.004 0.051
C 2.061 1.651 0.808
C -4.602 0.080 -0.346
C -1.320 0.993 0.580
C 1.419 -0.766 0.681
C 0.653 -3.145 0.747
H 2.703 2.340 0.226
H 0.460 -3.971 0.064
H 2.549 1.532 1.776
H -0.303 -2.813 1.157
H -2.217 -0.451 -0.661
H 3.137 1.011 -1.628
H 3.008 -1.161 -2.782
H -2.148 1.146 -1.425
H 1.244 -3.507 1.589
H 0.749 3.369 0.766
H 0.977 -0.644 1.665
H 0.304 2.186 2.065
H 1.864 -3.083 -1.723
*
```



The following is a quantum chemistry calculation of a cluster of 4 separate species, C4H8N2O2 in total, from the OMol25 dataset.

Its LUMO energy is -0.5 eV. As for the HOMO-LUMO gap: 8.51 eV. The relative energy (zero: lowest compared OMol25 entry of this formula, charge and spin) comes out at 10.717 eV.

The geometry in ORCA input format:
```
! RIJCOSX wB97M-V def2-TZVPD def2/J DEFGRID3
* xyz 0 1
O -1.936 -0.312 0.073
O -0.817 1.293 -0.615
N 1.430 0.287 -0.408
N 2.712 -0.190 -0.278
C 0.628 -1.638 1.024
C 0.598 -0.514 0.101
C -0.815 0.015 -0.133
C -2.107 1.741 -0.756
H -2.052 2.893 -1.079
H -2.751 1.595 0.185
H 3.365 0.374 -0.805
H -0.014 -1.304 2.585
H 2.052 -2.086 1.099
H -0.368 -2.646 0.252
H -2.962 1.408 -1.716
H 3.037 -0.916 0.470
*
```



The following is a quantum chemistry calculation of the molecule C3H4N2O2, from the OMol25 dataset.

Its SMILES is O/N=C1\CC=NO1. Its LUMO energy is 0.8 eV. As for the HOMO-LUMO gap: 9.90 eV. The relative energy (zero: lowest compared OMol25 entry of this formula, charge and spin) comes out at 6.770 eV.

The geometry in ORCA input format:
```
! RIJCOSX wB97M-V def2-TZVPD def2/J DEFGRID3
* xyz 0 1
O 1.445 1.397 -1.408
O -0.043 0.562 1.527
N -0.923 -0.390 1.841
N 0.970 1.409 -0.200
C -1.202 -1.029 0.799
C -0.287 -0.670 -0.263
C 0.158 0.640 0.192
H -1.675 -2.058 0.743
H 1.917 2.212 -1.382
H -0.996 -0.784 -1.366
H 0.635 -1.290 -0.483
*
```



The following is a quantum chemistry calculation of the ion C3H5N2 with charge +1, from the OMol25 dataset.

Its LUMO energy (spin up / spin down) is -7.7 / -6.9 eV. As for the HOMO-LUMO gap (spin up / spin down): 8.12 / 8.64 eV. The relative energy (zero: lowest compared OMol25 entry of this formula, charge and spin) comes out at 7.042 eV.

The geometry in ORCA input format:
```
! RIJCOSX wB97M-V def2-TZVPD def2/J DEFGRID3
* xyz 1 1
N -1.294 0.016 -0.931
N 0.101 -0.575 0.416
C 1.215 1.520 -0.010
C 0.143 0.580 -0.321
C -1.109 -1.056 -0.113
H 1.803 1.168 0.792
H 1.512 2.507 -0.514
H -1.125 -1.893 -0.955
H 0.760 -0.904 1.136
H -2.007 -1.362 0.499
*
```



Results for max |F|: 0.728; 1.554; 12.570; 6.567; 7.036; 5.399 (in eV Å⁻¹, following the order of the records).
Results for E_tot: -146285.4469; -144601.7879; -27488.9511; -11343.3955; -10245.4953; -6158.8500 (in eV, following the order of the records).